(1)
Entry from the OMol25 dataset: one molecule with the formula C2H8Cl2NOP3 at a distorted geometry (ωB97M-V/def2-TZVPD).

Properties
Maximum force: 5.97 eV Å⁻¹
ΔE to the lowest compared entry with this formula, charge and spin: 7.76 kcal per mole
SMILES: CN(C)O[PH]#[PH]P(Cl)Cl
Total charge: 0
Gap between HOMO and LUMO: 8.82 eV
Lowest unoccupied orbital energy: 0.4 eV

CARTESIAN COORDINATES (ANGSTROEM)
1 C -1.62 1.42 -0.35
2 N -1.12 0.22 0.12
3 C -2.12 -0.70 0.57
4 O -0.32 -0.50 -1.14
5 P 0.70 -1.50 -0.65
6 P 2.05 -0.42 0.76
7 P 3.57 0.22 -0.76
8 Cl 3.08 2.22 -0.95
9 Cl 5.06 0.42 0.60
10 H -2.20 1.98 0.45
11 H -0.88 2.04 -0.84
12 H -2.28 1.20 -1.21
13 H -1.77 -1.71 0.30
14 H -2.14 -0.55 1.67
15 H -3.14 -0.71 0.04
16 H 0.09 -2.17 0.52
17 H 3.04 -1.45 0.88


(2)
Entry from the OMol25 dataset: C2H8ClN4O2P as an isolated structure at a distorted geometry (ωB97M-V/def2-TZVPD).

Properties
Maximum force: 4.79 eV Å⁻¹
ΔE to the lowest compared entry with this formula, charge and spin: 0.00 kcal per mole
Total charge: 0
Gap between HOMO and LUMO: 8.46 eV
Lowest unoccupied orbital energy: -0.1 eV

CARTESIAN COORDINATES (ANGSTROEM)
1 C -0.01 -0.87 -2.61
2 C -0.25 0.28 -3.52
3 N 0.39 -0.08 -0.45
4 N -1.39 0.35 2.73
5 N 1.10 -0.37 3.56
6 N 0.97 -0.64 -1.46
7 O 1.04 0.17 0.76
8 O 0.53 2.10 3.09
9 P 0.22 0.74 2.74
10 Cl -1.64 1.45 -2.90
11 H 0.53 -1.54 -3.24
12 H -0.99 -1.17 -2.20
13 H -0.76 -0.11 -4.46
14 H 0.55 0.93 -3.73
15 H -1.53 -0.60 2.60
16 H -1.76 0.96 1.95
17 H 0.97 -1.41 3.57
18 H 2.01 -0.18 3.58


(3)
Entry from the OMol25 dataset: C2H8IMgN4O2 as an isolated structure at a distorted geometry (ωB97M-V/def2-TZVPD).

Properties
Maximum force: 8.38 eV Å⁻¹
ΔE to the lowest compared entry with this formula, charge and spin: 0.00 kcal per mole
Total charge: +1
Gap between HOMO and LUMO: 5.77 eV
Lowest unoccupied orbital energy: -6.3 eV

CARTESIAN COORDINATES (ANGSTROEM)
1 Mg 0.28 14.05 26.18
2 I -0.87 16.37 27.19
3 C 2.21 14.36 28.68
4 O 1.44 13.85 27.96
5 N 3.15 13.74 29.31
6 N 2.20 15.72 28.90
7 H 3.88 14.17 29.86
8 H 3.32 12.77 29.07
9 H 1.32 16.13 28.61
10 H 2.96 16.15 29.40
11 C -3.89 14.83 24.54
12 O -3.91 14.28 25.62
13 N -4.77 14.60 23.61
14 N -3.09 15.73 24.18
15 H -5.57 14.09 23.97
16 H -4.50 14.57 22.64
17 H -2.51 16.14 24.90
18 H -3.01 16.01 23.21


(4)
Entry from the OMol25 dataset: C2H8IN2 as an isolated structure at a distorted geometry (ωB97M-V/def2-TZVPD).

Properties
Maximum force: 4.78 eV Å⁻¹
ΔE to the lowest compared entry with this formula, charge and spin: 47.06 kcal per mole
Total charge: +1
Gap between HOMO and LUMO: 9.52 eV
Lowest unoccupied orbital energy: -4.7 eV

CARTESIAN COORDINATES (ANGSTROEM)
1 C 0.06 0.69 1.41
2 C 0.41 -0.08 0.21
3 N -1.00 -0.93 -0.81
4 N 1.10 0.52 -0.80
5 I -1.19 -0.39 -2.76
6 H -0.20 1.65 1.15
7 H 0.79 0.62 2.25
8 H 0.67 -1.19 0.58
9 H -0.75 0.18 1.84
10 H -1.02 -1.95 -0.57
11 H 1.32 1.48 -0.74
12 H -1.75 -0.69 -0.17
13 H 1.55 0.10 -1.60


(5)
Entry from the OMol25 dataset: a 2-piece molecular cluster, C2H8N overall at a distorted geometry (ωB97M-V/def2-TZVPD).

Properties
Maximum force: 4.74 eV Å⁻¹
ΔE to the lowest compared entry with this formula, charge and spin: 215.21 kcal per mole
Total charge: +2
Multiplicity: 2
Gap between HOMO and LUMO (spin up / spin down): 9.25 / 6.38 eV
Lowest unoccupied orbital energy (spin up / spin down): -14.5 / -17.2 eV
<S²>: 0.75

CARTESIAN COORDINATES (ANGSTROEM)
1 C -2.16 -0.02 -0.80
2 N 0.84 -0.53 0.11
3 C 1.56 0.55 0.78
4 H -2.37 0.91 -1.41
5 H -2.23 -0.89 -1.57
6 H -2.83 -0.19 0.06
7 H 1.36 -1.37 0.31
8 H -1.10 -0.04 -0.44
9 H 1.34 0.86 -0.27
10 H 1.00 0.89 1.64
11 H 2.58 0.36 1.03


(6)
Entry from the OMol25 dataset: a 2-piece molecular cluster, C2H8N overall at a distorted geometry (ωB97M-V/def2-TZVPD).

Properties
Maximum force: 3.98 eV Å⁻¹
ΔE to the lowest compared entry with this formula, charge and spin: 44.20 kcal per mole
Total charge: +2
Multiplicity: 2
Gap between HOMO and LUMO (spin up / spin down): 12.52 / 9.59 eV
Lowest unoccupied orbital energy (spin up / spin down): -11.2 / -15.0 eV
<S²>: 0.75

CARTESIAN COORDINATES (ANGSTROEM)
1 N -1.73 -0.08 -0.24
2 H -2.37 -0.79 -0.48
3 H -1.35 -0.19 0.66
4 H -2.12 0.82 -0.23
5 H -0.84 0.01 -0.75
6 C 1.13 0.60 0.53
7 C 1.68 -0.49 -0.17
8 H 0.83 0.48 1.63
9 H 1.07 1.52 0.07
10 H 1.79 -1.52 0.22
11 H 1.91 -0.37 -1.24


(7)
Entry from the OMol25 dataset: one molecule with the formula C2H8N2 at a distorted geometry (ωB97M-V/def2-TZVPD).

Properties
Maximum force: 6.69 eV Å⁻¹
ΔE to the lowest compared entry with this formula, charge and spin: 36.60 kcal per mole
SMILES: NCCN
Total charge: 0
Gap between HOMO and LUMO: 9.98 eV
Lowest unoccupied orbital energy: 1.2 eV

CARTESIAN COORDINATES (ANGSTROEM)
1 N 1.15 -0.85 1.19
2 C -0.20 -0.67 0.70
3 C -0.44 -0.08 -0.99
4 N -0.58 1.37 -0.96
5 H 1.88 -0.83 0.43
6 H 1.38 -0.26 1.85
7 H -0.69 0.15 1.28
8 H -0.95 -1.49 1.00
9 H 0.37 -0.37 -1.67
10 H -1.37 -0.61 -1.33
11 H -0.54 1.76 0.02
12 H -0.01 1.90 -1.53


(8)
Entry from the OMol25 dataset: a 2-piece molecular cluster, C2H8N2 overall at a distorted geometry (ωB97M-V/def2-TZVPD).

Properties
Maximum force: 7.16 eV Å⁻¹
ΔE to the lowest compared entry with this formula, charge and spin: 46.54 kcal per mole
SMILES: C=N.CN
Total charge: 0
Gap between HOMO and LUMO: 9.96 eV
Lowest unoccupied orbital energy: 0.9 eV

CARTESIAN COORDINATES (ANGSTROEM)
1 C -3.65 -0.32 -0.01
2 N -4.47 0.32 -0.86
3 H -3.73 -0.28 1.00
4 H -2.85 -0.88 -0.46
5 H -4.14 0.08 -1.84
6 C 3.12 -0.51 0.21
7 N 3.99 0.56 0.71
8 H 2.91 -1.33 1.04
9 H 3.56 -0.88 -0.83
10 H 2.19 -0.04 0.10
11 H 4.94 0.59 0.29
12 H 3.68 1.56 0.56


(9)
Entry from the OMol25 dataset: a 2-piece molecular cluster, C2H8N2 overall at a distorted geometry (ωB97M-V/def2-TZVPD).

Properties
Maximum force: 2.44 eV Å⁻¹
ΔE to the lowest compared entry with this formula, charge and spin: 56.50 kcal per mole
SMILES: [H]/N=N\[H].CC
Total charge: 0
Gap between HOMO and LUMO: 9.51 eV
Lowest unoccupied orbital energy: 0.8 eV

CARTESIAN COORDINATES (ANGSTROEM)
1 H 1.14 0.42 1.16
2 N 1.66 1.34 1.16
3 N 1.67 2.32 1.88
4 H 0.93 2.49 2.66
5 C -1.46 -2.05 -0.79
6 C -1.37 -1.12 -2.00
7 H -0.88 -2.95 -0.96
8 H -1.03 -1.55 0.09
9 H -2.49 -2.38 -0.57
10 H -0.36 -0.88 -2.14
11 H -1.91 -0.18 -1.84
12 H -1.75 -1.59 -2.92


(10)
Entry from the OMol25 dataset: C2H8N2O as an isolated structure at a distorted geometry (ωB97M-V/def2-TZVPD).

Properties
Maximum force: 7.89 eV Å⁻¹
ΔE to the lowest compared entry with this formula, charge and spin: 119.03 kcal per mole
Total charge: 0
Gap between HOMO and LUMO: 8.34 eV
Lowest unoccupied orbital energy: 0.7 eV

CARTESIAN COORDINATES (ANGSTROEM)
1 C -1.56 -0.38 -0.22
2 C 0.56 0.24 -0.38
3 N 0.14 -0.77 0.45
4 N 2.25 0.01 0.19
5 O -2.20 0.71 0.37
6 H -1.99 1.51 -0.11
7 H 0.07 -0.42 1.41
8 H 2.72 -0.85 -0.10
9 H 2.58 0.38 1.07
10 H -2.00 -1.29 0.18
11 H -1.63 -0.40 -1.31
12 H 0.42 1.29 -0.13
13 H 0.64 -0.03 -1.43


(11)
Entry from the OMol25 dataset: a 2-piece molecular cluster, C2H8N2O overall at a distorted geometry (ωB97M-V/def2-TZVPD).

Properties
Maximum force: 1.98 eV Å⁻¹
ΔE to the lowest compared entry with this formula, charge and spin: 34.36 kcal per mole
SMILES: [H]/N=C/NC.O
Total charge: 0
Gap between HOMO and LUMO: 10.55 eV
Lowest unoccupied orbital energy: 0.9 eV

CARTESIAN COORDINATES (ANGSTROEM)
1 H -0.05 -1.90 1.61
2 N 0.01 -1.55 0.67
3 C -0.54 -0.42 0.54
4 N -0.40 0.26 -0.68
5 C -1.25 1.51 -0.78
6 H -1.01 0.21 1.29
7 H -0.68 -0.35 -1.44
8 H -2.25 1.31 -0.39
9 H -0.69 2.28 -0.26
10 H -1.29 1.69 -1.85
11 O 3.02 -0.83 0.25
12 H 2.10 -0.89 -0.06
13 H 3.02 -1.33 1.09


(12)
Entry from the OMol25 dataset: a 2-piece molecular cluster, C2H8N2O overall at a distorted geometry (ωB97M-V/def2-TZVPD).

Properties
Maximum force: 4.54 eV Å⁻¹
ΔE to the lowest compared entry with this formula, charge and spin: 34.11 kcal per mole
SMILES: NC=O.CN
Total charge: 0
Gap between HOMO and LUMO: 10.70 eV
Lowest unoccupied orbital energy: 1.0 eV

CARTESIAN COORDINATES (ANGSTROEM)
1 N -1.27 0.95 -0.99
2 C -2.19 0.76 0.08
3 O -1.80 0.55 1.25
4 H -0.36 0.40 -0.93
5 H -1.65 1.00 -1.96
6 H -3.18 0.79 -0.31
7 C 1.99 -0.34 0.59
8 N 0.71 -0.84 -0.03
9 H 2.38 0.50 -0.12
10 H 1.70 0.19 1.49
11 H 2.78 -1.08 0.67
12 H -0.01 -1.20 0.70
13 H 0.91 -1.69 -0.46


(13)
Entry from the OMol25 dataset: a 2-piece molecular cluster, C2H8N2O overall at a distorted geometry (ωB97M-V/def2-TZVPD).

Properties
Maximum force: 3.51 eV Å⁻¹
ΔE to the lowest compared entry with this formula, charge and spin: 40.19 kcal per mole
SMILES: [H]/N=C/N.CO
Total charge: 0
Gap between HOMO and LUMO: 10.40 eV
Lowest unoccupied orbital energy: 1.0 eV

CARTESIAN COORDINATES (ANGSTROEM)
1 H 0.67 -0.82 2.35
2 N 0.55 -0.37 1.42
3 C 0.40 0.89 1.68
4 N 0.05 1.87 0.74
5 H 0.53 1.37 2.67
6 H 0.22 2.84 0.86
7 H -0.05 1.44 -0.12
8 C -0.59 -1.33 -1.91
9 O 0.12 -0.32 -1.27
10 H -1.04 -0.87 -2.82
11 H -1.36 -1.80 -1.15
12 H 0.16 -2.17 -2.10
13 H 0.35 -0.71 -0.34


(14)
Entry from the OMol25 dataset: a 2-piece molecular cluster, C2H8N2O2 overall at a distorted geometry (ωB97M-V/def2-TZVPD).

Properties
Maximum force: 6.00 eV Å⁻¹
ΔE to the lowest compared entry with this formula, charge and spin: 128.71 kcal per mole
Total charge: 0
Gap between HOMO and LUMO: 7.39 eV
Lowest unoccupied orbital energy: 0.5 eV

CARTESIAN COORDINATES (ANGSTROEM)
1 C 2.07 0.00 -0.51
2 C -1.71 0.31 0.36
3 N -3.70 -0.68 -0.03
4 N -2.92 0.26 -0.15
5 O -0.93 1.48 0.22
6 O 1.31 0.27 0.70
7 H 3.16 -0.26 -0.42
8 H 2.10 0.82 -1.09
9 H 1.43 -0.85 -0.88
10 H -1.15 -0.61 0.81
11 H -3.38 -1.42 0.50
12 H 1.64 0.09 1.53
13 H -3.41 1.04 -0.55
14 H -0.02 1.32 -0.08


(15)
Entry from the OMol25 dataset: a 2-piece molecular cluster, C2H8N2O2 overall at a distorted geometry (ωB97M-V/def2-TZVPD).

Properties
Maximum force: 3.51 eV Å⁻¹
ΔE to the lowest compared entry with this formula, charge and spin: 21.21 kcal per mole
SMILES: NCC(N)=O.O
Total charge: 0
Gap between HOMO and LUMO: 10.54 eV
Lowest unoccupied orbital energy: 0.5 eV

CARTESIAN COORDINATES (ANGSTROEM)
1 N 0.12 -0.77 1.57
2 C 0.91 0.32 1.01
3 C 0.87 0.34 -0.55
4 N 1.14 -0.95 -1.01
5 O 0.88 1.34 -1.21
6 H -0.24 -0.60 2.50
7 H -0.70 -1.06 1.04
8 H 0.53 1.32 1.26
9 H 1.93 0.18 1.35
10 H 0.96 -1.02 -2.01
11 H 0.76 -1.69 -0.44
12 O -2.65 0.74 -1.43
13 H -2.40 1.66 -1.26
14 H -2.12 0.19 -0.82


(16)
Entry from the OMol25 dataset: a 2-piece molecular cluster, C2H8N2O2 overall at a distorted geometry (ωB97M-V/def2-TZVPD).

Properties
Maximum force: 3.15 eV Å⁻¹
ΔE to the lowest compared entry with this formula, charge and spin: 31.07 kcal per mole
SMILES: CNC(N)=O.O
Total charge: 0
Gap between HOMO and LUMO: 9.99 eV
Lowest unoccupied orbital energy: 0.4 eV

CARTESIAN COORDINATES (ANGSTROEM)
1 C -3.11 0.62 0.86
2 N -1.87 0.76 0.16
3 C -1.31 -0.42 -0.48
4 N -0.01 -0.24 -0.99
5 O -2.07 -1.35 -0.78
6 H -3.77 1.58 0.82
7 H -2.84 0.18 1.90
8 H -3.73 -0.25 0.44
9 H -1.21 1.33 0.74
10 H 0.72 -0.15 -0.34
11 H 0.20 -0.87 -1.67
12 O 6.76 0.52 0.78
13 H 5.74 0.47 0.85
14 H 7.02 -0.46 0.86


(17)
Entry from the OMol25 dataset: a 2-piece molecular cluster, C2H8N2O2S overall at a distorted geometry (ωB97M-V/def2-TZVPD).

Properties
Maximum force: 2.72 eV Å⁻¹
ΔE to the lowest compared entry with this formula, charge and spin: 68.21 kcal per mole
Total charge: 0
Gap between HOMO and LUMO (spin up / spin down): 7.20 / 8.23 eV
Lowest unoccupied orbital energy (spin up / spin down): -1.0 / -0.4 eV

CARTESIAN COORDINATES (ANGSTROEM)
1 C -1.44 1.77 0.70
2 C 2.76 -1.63 -0.86
3 N -3.05 0.73 -0.83
4 N -2.06 0.70 -0.03
5 O -0.37 -0.47 1.45
6 O 2.64 -1.85 0.50
7 S -1.54 -0.83 0.58
8 H -0.69 1.29 1.26
9 H -1.06 2.45 0.01
10 H -2.17 2.28 1.30
11 H 3.55 -2.42 -1.22
12 H 3.22 -0.67 -1.14
13 H 1.74 -1.63 -1.46
14 H -3.37 1.70 -1.09
15 H 1.82 -1.42 0.83


Number 1: total energy -58650.7986 eV. Number 2: total energy -34067.8687 eV. Number 3: total energy -25800.6575 eV. Number 4: total energy -13276.1064 eV. Number 5: total energy -3663.4280 eV. Number 6: total energy -3670.8437 eV. Number 7: total energy -5182.1509 eV. Number 8: total energy -5181.7196 eV. Number 9: total energy -5181.2878 eV. Number 10: total energy -7227.1660 eV. Number 11: total energy -7230.8380 eV. Number 12: total energy -7230.8487 eV. Number 13: total energy -7230.5851 eV. Number 14: total energy -9274.3292 eV. Number 15: total energy -9278.9910 eV. Number 16: total energy -9278.5632 eV. Number 17: total energy -20110.1435 eV.